(1)
{
  "formula": "C3H6N2S2",
  "method": "ωB97M-V/def2-TZVPD",
  "orbital_gap_ev": 6.492,
  "smiles": "CNNC(=S)C=S",
  "energy_ha": -1023.708281,
  "spin_multiplicity": 1,
  "e_homo_ha": -0.297,
  "e_above_lowest_ev": 2.576,
  "species": ["C", "N", "N", "C", "S", "C", "S", "H", "H", "H", "H", "H", "H"],
  "positions_angstrom": [[1.7283, -0.9296, 0.7136], [0.8963, 0.0529, 0.0446], [-0.2616, 0.3004, 0.6779], [-1.3823, 0.8157, 0.0163], [-2.4634, 1.8216, 0.7680], [-1.6607, 0.3548, -1.3596], [-0.6112, 0.1186, -2.6338], [2.7522, -0.9341, 0.2698], [1.8135, -0.7027, 1.8088], [1.2364, -1.9031, 0.5598], [0.8149, -0.0795, -0.9453], [-0.1245, 0.7471, 1.5839], [-2.7378, 0.3377, -1.5039]],
  "lowdin_charge": [-0.0927, -0.1518, -0.0537, -0.8754, 0.6512, -0.6066, 0.7178, 0.0918, 0.0900, 0.0791, -0.0154, 0.1296, 0.0362]
}


(2)
{
  "formula": "C3H6N2S3",
  "method": "ωB97M-V/def2-TZVPD",
  "orbital_gap_ev": 7.074,
  "smiles": "[S-][N+]1=CC[N+]([S-])=C1.S",
  "energy_ha": -1421.858532,
  "spin_multiplicity": 1,
  "e_homo_ha": -0.301,
  "e_above_lowest_ev": 3.809,
  "species": ["S", "N", "C", "C", "N", "S", "C", "H", "H", "H", "H", "S", "H", "H"],
  "positions_angstrom": [[0.5176, 1.8147, -3.1588], [0.8562, 1.4991, -1.5846], [0.1696, 1.6635, -0.4702], [0.8791, 1.4124, 0.7441], [2.2640, 1.0228, 0.1875], [3.5063, 0.5779, 1.0424], [2.1846, 1.0757, -1.1277], [-0.8025, 2.0709, -0.4634], [1.0863, 2.2059, 1.4781], [0.3998, 0.5863, 1.2978], [3.0428, 0.7642, -1.8421], [-1.9819, -1.9696, -0.2896], [-1.0317, -2.5165, -0.9025], [-2.5913, -1.4359, -1.3826]],
  "lowdin_charge": [0.5195, -0.6135, -0.1371, -0.1063, -0.6743, 0.5839, -0.1577, 0.1200, 0.1403, 0.1398, 0.1674, 0.4990, -0.2922, -0.1890]
}


(3)
{
  "formula": "C3H6N2S3",
  "method": "ωB97M-V/def2-TZVPD",
  "orbital_gap_ev": 9.022,
  "smiles": "Sc1nncs1.CS",
  "energy_ha": -1421.942425,
  "spin_multiplicity": 1,
  "e_homo_ha": -0.314,
  "e_above_lowest_ev": 1.526,
  "species": ["S", "C", "N", "N", "C", "S", "H", "H", "C", "S", "H", "H", "H", "H"],
  "positions_angstrom": [[1.0429, -3.7776, 1.8990], [0.1163, -3.2147, 0.5573], [0.1485, -2.0038, 0.1076], [-0.6107, -1.8173, -0.9579], [-1.2250, -2.8710, -1.3526], [-0.9205, -4.2809, -0.3866], [1.6454, -2.6038, 2.0881], [-1.8758, -2.8928, -2.2024], [0.2347, 1.9673, 0.1510], [-1.2680, 1.3191, 0.9408], [0.7452, 2.5632, 0.9011], [-0.0431, 2.5906, -0.6956], [0.8577, 1.1381, -0.1612], [-1.5064, 0.3714, 0.0389]],
  "lowdin_charge": [0.7801, -1.0443, -0.0813, -0.0813, -0.4680, 0.9789, -0.1107, 0.0679, -0.4858, 0.5998, 0.0167, 0.0190, 0.0137, -0.2046]
}


(4)
{
  "formula": "C3H6N3O",
  "method": "ωB97M-V/def2-TZVPD",
  "orbital_gap_ev": 10.757,
  "smiles": "[NH3+]C/N=C\\N=C=O",
  "total_charge": 1,
  "energy_ha": -357.141106,
  "spin_multiplicity": 1,
  "e_homo_ha": -0.534,
  "e_above_lowest_ev": 0.426,
  "species": ["N", "C", "N", "C", "N", "C", "O", "H", "H", "H", "H", "H", "H"],
  "positions_angstrom": [[1.4155, -1.1305, -0.0272], [1.3992, 0.5005, 0.0435], [0.2502, 1.1999, 0.0030], [-1.0011, 1.1712, -0.0215], [-1.8122, 0.0764, -0.0504], [-2.9716, -0.2519, 0.0002], [-3.9888, -0.7722, 0.0375], [0.9938, -1.4468, -0.9071], [2.3826, -1.4594, 0.0249], [0.8790, -1.5267, 0.7521], [2.0277, 0.7853, -0.8055], [1.9211, 0.7134, 0.9809], [-1.4955, 2.1408, -0.0304]],
  "lowdin_charge": [0.2025, -0.1555, 0.0617, -0.1653, 0.1681, -0.2667, 0.2594, 0.1560, 0.1550, 0.1545, 0.1409, 0.1421, 0.1472]
}


(5)
{
  "formula": "C3H6N3O",
  "method": "ωB97M-V/def2-TZVPD",
  "orbital_gap_ev": [8.619, 8.616],
  "total_charge": 1,
  "energy_ha": -357.018897,
  "spin_multiplicity": 1,
  "e_homo_ha": [-0.486, -0.486],
  "e_above_lowest_ev": 3.751,
  "species": ["C", "C", "C", "N", "N", "N", "O", "H", "H", "H", "H", "H", "H"],
  "positions_angstrom": [[1.2041, -0.2861, 0.1874], [-1.7206, 0.1579, -0.2523], [-0.6888, 1.1064, 0.3563], [-0.4198, -1.7633, 0.3062], [-1.2909, -1.2023, -0.1040], [2.4117, -0.6501, -0.1243], [0.7377, 0.8651, 0.0535], [-2.7397, 0.3333, 0.2381], [-1.9578, 0.2028, -1.2608], [-0.7753, 2.0501, -0.0243], [-0.6994, 0.8803, 1.3574], [2.7018, -1.5816, -0.3895], [3.2369, -0.1126, -0.3438]],
  "lowdin_charge": [-0.2283, -0.0799, -0.0375, 0.2932, 0.0103, 0.1974, 0.0462, 0.1849, 0.1139, 0.1205, 0.1123, 0.1327, 0.1343]
}


(6)
{
  "formula": "C3H6N3O",
  "method": "ωB97M-V/def2-TZVPD",
  "orbital_gap_ev": 9.528,
  "smiles": "[H]/N=C/NC[NH+]=C=O",
  "total_charge": 1,
  "energy_ha": -357.092241,
  "spin_multiplicity": 1,
  "e_homo_ha": -0.531,
  "e_above_lowest_ev": 1.755,
  "species": ["H", "N", "C", "N", "C", "N", "C", "O", "H", "H", "H", "H", "H"],
  "positions_angstrom": [[1.2721, -2.7652, -0.0693], [0.8201, -1.8936, -0.2534], [1.0678, -0.8793, 0.4184], [0.3943, 0.4142, 0.2185], [-0.6427, 0.4922, -0.6303], [-2.0856, 0.6375, 0.1180], [-3.0051, -0.1581, 0.1659], [-3.7765, -0.9770, 0.1012], [1.7463, -0.6889, 1.3797], [1.0426, 1.1791, 0.3500], [-0.8979, -0.3394, -1.1572], [-0.5210, 1.3416, -1.1722], [-2.0260, 1.6018, 0.4522]],
  "lowdin_charge": [0.0709, 0.1397, -0.2357, 0.0147, -0.1023, 0.2019, -0.1752, 0.3628, 0.1668, 0.1443, 0.0988, 0.1182, 0.1950]
}


(7)
{
  "formula": "C3H6N3O2",
  "method": "ωB97M-V/def2-TZVPD",
  "orbital_gap_ev": [6.989, 6.992],
  "smiles": "C=C(N)C(=[NH2+])[N+](=O)[O-]",
  "total_charge": 1,
  "energy_ha": -432.197554,
  "spin_multiplicity": 1,
  "e_homo_ha": [-0.514, -0.514],
  "e_above_lowest_ev": 5.545,
  "species": ["C", "C", "N", "C", "N", "N", "O", "O", "H", "H", "H", "H", "H", "H"],
  "positions_angstrom": [[0.4933, 0.5920, -1.0422], [-0.3366, 0.1079, -0.0655], [-1.8700, -0.1986, -0.5552], [0.0696, -0.2389, 1.2379], [1.1388, -0.8611, 1.5082], [-0.7732, -0.1033, 2.4621], [-1.8118, 0.4194, 2.3480], [-0.3310, -0.6205, 3.4286], [0.1185, 0.7384, -2.0124], [1.6528, 0.7700, -0.9473], [-2.1847, 0.3957, -1.3267], [-2.5152, -0.2612, 0.2867], [1.8008, -1.1671, 0.9287], [1.1334, -1.0431, 2.4709]],
  "lowdin_charge": [0.1607, -0.1846, 0.0873, -0.0968, 0.3685, -0.3333, 0.2019, 0.1659, 0.0690, 0.1396, 0.0818, 0.0869, 0.1267, 0.1265]
}


(8)
{
  "formula": "C3H6N3O2",
  "method": "ωB97M-V/def2-TZVPD",
  "orbital_gap_ev": 9.546,
  "total_charge": 1,
  "energy_ha": -432.215006,
  "spin_multiplicity": 1,
  "e_homo_ha": -0.527,
  "e_above_lowest_ev": 5.070,
  "species": ["C", "C", "C", "N", "N", "N", "O", "O", "H", "H", "H", "H", "H", "H"],
  "positions_angstrom": [[-1.1418, -0.0025, 0.0146], [0.6651, 1.7357, -0.2789], [0.0982, 0.4193, -0.1437], [1.6642, 2.0417, 0.4152], [1.4244, -0.9577, -0.0413], [-1.5386, -1.4089, 0.1470], [2.5092, -0.5538, -0.1333], [0.9587, -2.0518, 0.0889], [-1.9723, 0.6903, 0.0835], [0.1422, 2.3721, -1.0072], [2.0281, 2.9818, 0.3047], [-0.6535, -1.9941, 0.1141], [-2.1738, -1.6939, -0.6088], [-2.0102, -1.5782, 1.0454]],
  "lowdin_charge": [-0.0395, -0.2177, 0.0216, 0.1722, -0.2569, 0.1946, 0.1947, 0.0760, 0.1440, 0.1377, 0.0894, 0.1141, 0.1842, 0.1856]
}


(9)
{
  "formula": "C3H6N3P",
  "method": "ωB97M-V/def2-TZVPD",
  "orbital_gap_ev": [6.641, 6.643],
  "energy_ha": -623.345676,
  "spin_multiplicity": 1,
  "e_homo_ha": [-0.268, -0.268],
  "e_above_lowest_ev": 5.258,
  "species": ["C", "C", "C", "N", "N", "N", "P", "H", "H", "H", "H", "H", "H"],
  "positions_angstrom": [[0.4992, -0.5862, -0.1217], [0.0541, -0.2703, -1.4910], [-0.7954, 1.2320, 0.7683], [0.9981, -1.7922, -0.0133], [0.2943, -0.1683, 2.2635], [0.1411, 0.0991, 1.0785], [1.8309, -2.9129, 0.6714], [0.3742, 0.6917, -1.6770], [-1.0052, -0.1641, -1.5344], [0.5013, -0.8768, -2.1408], [-1.2465, 1.6734, 1.7500], [-0.0629, 1.9872, 0.3215], [-1.5833, 1.0875, 0.1250]],
  "lowdin_charge": [-0.4107, -0.0335, -0.0509, -0.4467, 0.0947, -0.3186, 0.7310, 0.0563, 0.0770, 0.0434, 0.1176, 0.1095, 0.0310]
}


(10)
{
  "formula": "C3H6N3P",
  "method": "ωB97M-V/def2-TZVPD",
  "orbital_gap_ev": 8.590,
  "energy_ha": -623.450052,
  "spin_multiplicity": 1,
  "e_homo_ha": -0.342,
  "e_above_lowest_ev": 2.418,
  "species": ["C", "C", "C", "N", "N", "N", "P", "H", "H", "H", "H", "H", "H"],
  "positions_angstrom": [[2.5846, 0.3623, 0.0410], [1.5066, 1.1971, 0.2422], [-2.2076, -0.8905, 0.2319], [2.1046, -0.8666, -0.2395], [0.8197, -0.8321, -0.2273], [0.4459, 0.3905, 0.0761], [-1.7556, 0.8490, -0.1116], [3.6369, 0.5621, 0.0752], [1.4172, 2.2326, 0.4932], [-2.0943, -1.0892, 1.2974], [-1.5533, -1.5561, -0.3271], [-3.2499, -1.0565, -0.0441], [-1.6549, 0.6974, -1.5076]],
  "lowdin_charge": [-0.1798, -0.1657, -0.4177, -0.0329, -0.0908, -0.2046, 0.9483, 0.0825, 0.0877, 0.0296, 0.0133, 0.0321, -0.1018]
}